# 1
Computed, not measured: a cluster of 10 separate species, C38H70N2O18 in total at a distorted geometry, with ωB97M-V/def2-TZVPD.

The value obtained for the largest force on an atom is 7.73 eV/Å. Its total charge is +1. For the HOMO-LUMO gap (alpha / beta), the calculation gives 7.88 / 2.67 eV. The expectation value of S² is 0.76. The HOMO energy (alpha / beta) is -0.4411 / -0.4411 Eh. Its LUMO energy (alpha / beta) is -0.1517 / -0.3429 hartree. The spin multiplicity is 2. The total energy comes out at -80363.095 eV.

XYZ file:
```
128
Properties=species:S:1:pos:R:3:forces:R:3:mulliken_spin:R:1
O 5.338092 -2.527463 -2.297103 -0.1 1.3 -0.3 0.001
C 5.530012 -1.315493 -2.392143 1.0 -2.2 2.3 0.000
O 4.824612 -0.503943 -3.107743 -0.1 2.4 0.0 0.000
C 3.524092 -0.831433 -3.561183 0.5 -1.6 -1.3 0.000
C 2.402732 -0.590063 -2.600263 -0.4 1.2 0.7 -0.003
C 6.526892 -0.603903 -1.442223 -0.8 0.1 -0.7 0.000
H 3.613382 -1.879753 -3.846053 -0.5 -0.1 -0.1 0.000
H 3.421052 -0.251343 -4.478233 -0.2 0.0 0.1 0.000
H 2.062582 0.439367 -2.712773 -0.5 0.0 -0.4 0.000
H 2.630932 -0.537353 -1.535723 0.6 -0.7 0.1 0.001
H 1.573222 -1.288193 -2.712673 0.1 0.2 -0.1 0.000
H 7.556432 -0.946853 -1.544843 -0.2 0.0 0.0 0.000
H 6.148912 -0.839963 -0.447483 0.2 -0.2 0.1 0.000
H 6.441142 0.479497 -1.525873 0.3 -0.1 -0.3 0.000
O -2.488028 2.650967 -4.584263 0.4 -0.8 -0.6 0.000
C -1.315478 2.911387 -4.537493 -0.2 3.0 2.1 0.000
O -0.272808 2.148927 -4.792523 0.8 1.6 0.6 0.000
C -0.396068 0.890327 -5.291363 -0.3 -2.4 -2.6 0.000
C -0.538368 0.819077 -6.878273 0.1 -0.1 1.4 0.000
C -0.846978 4.326477 -3.940393 -0.7 -1.1 -1.3 0.000
H -1.214938 0.303097 -4.875773 -0.4 0.5 0.2 0.000
H 0.492962 0.347127 -4.970953 0.2 0.1 -0.2 0.000
H -0.951748 -0.177953 -7.030393 0.2 0.0 -0.5 0.000
H 0.396762 0.962657 -7.419593 0.1 -0.2 0.3 0.000
H -1.228098 1.539167 -7.318553 -0.2 0.0 0.5 0.000
H -0.122458 4.258657 -3.128873 -0.2 -0.2 0.0 0.000
H -1.767238 4.843927 -3.669313 0.2 -0.1 0.3 0.000
H -0.390958 4.921837 -4.731393 0.2 -0.1 -0.1 0.000
O 5.929532 3.981427 0.450207 -2.7 0.2 3.7 0.000
C 5.317682 4.077087 1.560217 3.1 -0.4 -3.7 0.000
O 4.250782 3.368457 1.908307 0.6 0.6 1.6 0.000
C 3.624412 2.536967 1.021087 -2.4 -1.0 -1.9 0.000
C 2.751112 1.491377 1.816647 1.5 0.8 -0.8 -0.001
C 5.822082 4.861417 2.710517 0.2 1.0 0.7 0.000
H 4.292862 2.116137 0.269967 0.4 -0.4 0.4 0.000
H 2.986812 3.184617 0.419327 -0.4 -0.1 -0.2 0.000
H 1.888482 1.966537 2.283757 0.4 0.1 0.4 0.000
H 3.495702 1.092987 2.505837 -0.6 -0.2 0.6 0.000
H 2.352472 0.675727 1.213407 0.2 0.1 -0.4 0.000
H 6.081142 4.172297 3.514327 0.1 0.0 0.0 0.000
H 5.092192 5.547027 3.140987 -0.4 -0.2 -0.1 0.000
H 6.669022 5.504897 2.472367 0.1 -0.5 -0.3 0.000
O -4.455108 3.714197 4.873327 1.3 -1.9 0.7 0.000
C -4.459028 2.570027 5.309037 -2.0 0.7 -0.3 0.000
O -3.458468 1.715137 5.575147 0.9 1.3 -0.6 0.000
C -2.050878 2.028347 5.274677 -0.5 -0.1 1.1 0.000
C -1.638128 1.647847 3.868087 0.2 -0.3 0.2 0.000
C -5.784708 1.812537 5.544607 0.8 0.7 0.0 0.000
H -1.624698 1.435117 6.083717 0.5 -0.4 -0.6 0.000
H -1.702488 3.028177 5.533667 -0.9 0.4 -0.2 0.000
H -2.368228 0.974177 3.419497 0.1 -0.1 0.0 0.000
H -0.685238 1.127907 3.966837 0.1 -0.2 -0.3 0.000
H -1.478548 2.492657 3.198067 -0.2 0.2 0.2 0.000
H -5.985878 1.566397 6.587217 0.3 0.2 0.1 0.000
H -5.661078 0.859467 5.030317 -0.5 0.1 -0.2 0.000
H -6.572758 2.479777 5.195487 -0.1 -0.5 -0.2 0.000
O 1.797152 -2.135823 5.965397 0.8 -0.8 -0.4 0.001
C 0.642642 -1.854553 5.835487 0.3 1.6 3.8 0.000
O 0.022602 -1.732203 4.711417 -0.6 -0.9 -1.5 0.003
C 0.670612 -2.370593 3.650527 0.6 0.5 -2.5 0.012
C -0.311128 -2.458713 2.541927 -0.1 -0.8 -0.3 -0.003
C -0.217498 -1.380233 6.978537 -0.9 0.8 1.5 0.000
H 1.149012 -3.344043 3.758397 -0.4 -0.3 1.3 0.010
H 1.482732 -1.814763 3.181907 0.4 0.9 0.9 -0.002
H 0.297062 -2.771943 1.693347 -0.6 0.0 -0.5 0.001
H -0.760648 -1.484063 2.351967 -0.2 -0.3 -0.1 0.001
H -1.008918 -3.261303 2.780737 -0.5 0.3 -0.4 0.001
H -1.261698 -1.690543 7.016707 0.1 -0.4 -0.6 0.000
H -0.304768 -0.296223 7.052077 0.1 0.4 -1.0 0.000
H 0.135212 -1.484933 8.004557 0.7 -1.1 -0.3 0.000
O 2.910242 -4.292823 2.474427 -0.7 -0.5 1.3 0.832
C 3.544632 -3.788243 1.569807 2.6 -0.5 -3.0 -0.006
O 4.611182 -4.446583 1.031977 -2.0 2.4 0.9 0.116
C 5.119732 -5.620303 1.654177 0.8 -3.7 1.5 0.006
C 6.650002 -5.883243 1.466947 -0.9 2.0 -0.1 0.003
C 3.145952 -2.498623 0.894447 0.5 0.7 -0.1 0.021
H 4.581762 -6.522543 1.363227 -0.3 0.3 -1.2 -0.001
H 4.849682 -5.722943 2.705197 0.2 1.1 0.4 0.000
H 6.935592 -5.642963 0.442827 0.0 -0.2 0.0 0.002
H 7.011982 -6.876563 1.732257 -0.7 0.0 0.0 0.001
H 7.136982 -5.159153 2.120127 0.4 -0.1 -0.1 0.000
H 2.116612 -2.140403 0.909627 -0.3 -1.0 -0.1 -0.004
H 3.580712 -2.562773 -0.103043 -0.2 -0.3 -0.3 0.014
H 3.637352 -1.630323 1.333407 0.6 -0.3 0.6 -0.008
C -0.634698 -4.135393 -4.877053 2.1 0.7 1.5 0.000
C 0.735632 -3.667873 -4.192443 -0.9 -0.6 -1.3 0.000
C 0.875152 -3.886693 -2.690413 -0.5 -1.6 -0.5 0.000
C 0.703532 -5.312583 -2.278313 0.0 2.5 -0.8 0.000
N 0.534072 -6.380233 -1.935823 -0.1 -1.8 0.6 0.000
H -0.445538 -3.956233 -5.935463 -0.7 0.1 0.0 0.000
H -1.411998 -3.527583 -4.413963 -0.4 -0.3 -0.5 0.000
H -0.755708 -5.202713 -4.691893 -0.3 0.1 -0.1 0.000
H 0.819392 -2.590023 -4.331413 0.2 0.0 -0.3 0.000
H 1.492522 -4.169233 -4.795643 0.5 0.1 0.4 0.000
H 0.036802 -3.325953 -2.277083 0.4 0.2 0.8 0.000
H 1.880392 -3.631133 -2.355333 -0.2 0.6 0.2 0.000
C -6.840418 3.001717 -1.852373 1.6 1.2 -0.3 0.000
C -6.438298 4.221797 -2.744953 -1.5 -0.4 -0.6 0.000
C -6.028548 5.440427 -1.932463 0.4 0.3 -0.3 0.000
C -4.699218 5.227357 -1.380713 6.5 -1.3 3.9 0.000
N -3.589068 5.074387 -0.899873 -6.3 0.7 -3.0 0.000
H -7.802688 3.188407 -1.375623 -0.2 -0.3 -0.4 0.000
H -6.125578 2.965387 -1.030303 0.2 -0.4 0.1 0.000
H -6.738798 2.111067 -2.472453 -0.5 -0.1 0.4 0.000
H -7.341848 4.376657 -3.334623 -0.2 0.8 0.1 0.000
H -5.741448 4.067937 -3.568863 0.6 -0.6 0.5 0.000
H -6.781618 5.707997 -1.191253 0.3 -0.1 0.3 0.000
H -5.793118 6.357547 -2.472423 -0.8 0.1 -0.8 0.000
C -0.290238 2.390637 -0.136553 -1.2 -0.2 1.0 0.000
C -1.819088 1.996667 -0.181483 2.0 1.2 0.5 0.000
O -1.736338 0.552927 -0.230123 1.0 -0.1 -0.9 0.000
C -0.412708 0.161207 -0.479283 -1.4 -2.4 0.7 0.000
O -0.014518 -0.996453 -0.530483 -1.2 1.9 0.0 0.001
O 0.372162 1.183307 -0.557883 1.1 1.8 -0.3 0.000
H -0.054388 2.565007 0.913247 0.5 0.0 0.0 0.000
H 0.024922 3.262957 -0.709103 -0.1 -0.4 -0.3 0.000
H -2.261078 2.614217 -0.963393 -0.6 -1.2 -0.7 0.000
H -2.301368 2.321147 0.740587 0.0 -0.4 0.0 0.000
C -4.457418 -1.459723 -0.346663 -0.1 0.4 -1.0 0.000
C -5.764598 -1.097563 0.331127 1.1 0.5 -0.1 0.000
O -6.501788 -2.286973 0.247087 -1.9 -1.1 1.4 0.000
C -5.874968 -3.286843 -0.397433 -1.2 -3.1 -1.1 0.000
O -6.269988 -4.477903 -0.581283 1.8 5.7 1.0 0.000
O -4.774648 -2.716833 -0.912623 1.6 -1.7 -0.8 0.000
H -3.602488 -1.475483 0.329327 -0.1 -0.6 0.1 0.000
H -4.175698 -0.789853 -1.159063 -0.1 0.0 -0.1 0.000
H -6.297828 -0.292653 -0.174733 -0.1 -0.1 0.2 0.000
H -5.441328 -0.832873 1.337877 -1.1 0.0 0.3 0.000
```
Positions in Å, forces in eV/Å.

# 2
Computed, not measured: the ion C13H26O4P with charge +1, with ωB97M-V/def2-TZVPD.

The value obtained for the largest force on an atom is 0.86 eV/Å. The relative energy (zero: lowest compared OMol25 entry of this formula, charge and spin) comes out at 0.0 kcal per mole. Its total charge is +1. For the HOMO-LUMO gap, the calculation gives 10.59 eV. The HOMO energy is -0.4815 Eh. Its LUMO energy is -0.0923 hartree. The total energy comes out at -31375.583 eV.

XYZ file:
```
44
Properties=species:S:1:pos:R:3:forces:R:3:nbo_charge:R:1
C -2.426436 2.344256 -1.994780 0.2 0.1 -0.1 -0.607
C -1.956371 3.448648 -1.035468 -0.1 -0.2 -0.2 -0.508
C -0.500137 3.770187 -1.224645 0.1 0.1 -0.1 0.797
O -0.068885 4.797504 -1.633942 0.1 0.2 0.2 -0.496
O 0.357911 2.706332 -0.942239 -0.5 -0.4 0.3 -0.562
C 1.154310 2.836151 0.216221 0.5 0.1 -0.1 -0.066
C 0.359741 2.692817 1.522819 0.0 0.0 -0.1 -0.764
P -0.513975 1.111208 1.575283 0.0 0.1 0.1 1.322
C -2.048898 1.223186 2.487516 -0.1 0.1 0.0 -0.958
C 0.564696 -0.196822 2.195344 0.2 -0.1 -0.5 -0.727
C 0.926235 -1.123289 1.017290 -0.1 -0.2 0.4 -0.408
C 1.814690 -2.296920 1.411022 -0.1 -0.1 -0.3 -0.393
C 1.981221 -3.250559 0.216952 0.1 -0.1 0.2 -0.431
C 0.720556 -4.100506 -0.013860 -0.5 0.0 0.3 -0.071
O 0.311378 -4.201675 -1.383891 0.8 0.1 -0.2 -0.521
C 0.057900 -3.031378 -2.020088 -0.3 -0.3 0.0 0.819
C 0.621857 -2.993135 -3.404118 -0.1 -0.3 0.0 -0.727
O -0.583838 -2.153893 -1.508508 0.1 0.5 0.3 -0.614
H -2.519859 2.746775 -3.002807 0.0 0.0 0.0 0.233
H -1.702627 1.529757 -2.050420 -0.1 -0.1 0.1 0.218
H -3.396430 1.956696 -1.690084 0.0 0.0 0.0 0.223
H -2.134922 3.136342 -0.000645 0.1 0.0 0.0 0.189
H -2.507736 4.371136 -1.204565 0.0 0.0 0.1 0.251
H 1.898166 2.040338 0.153872 0.0 0.0 0.0 0.202
H 1.691543 3.787443 0.214736 -0.1 0.0 0.0 0.225
H -0.341117 3.517090 1.671064 0.0 0.0 -0.1 0.266
H 1.062231 2.704658 2.359981 -0.1 0.1 0.0 0.273
H -0.843190 0.786967 0.258648 0.0 0.0 0.0 0.049
H -2.560419 0.261170 2.434972 0.0 0.0 0.1 0.279
H -1.866379 1.498855 3.526105 0.0 -0.1 0.0 0.275
H -2.691700 1.976200 2.030353 0.0 0.0 0.0 0.273
H 1.464355 0.260250 2.612387 -0.1 0.0 0.2 0.257
H 0.033629 -0.754076 2.968762 0.1 0.1 0.1 0.264
H -0.004386 -1.532485 0.622931 0.0 0.1 -0.3 0.240
H 1.405126 -0.546469 0.220550 -0.1 0.0 0.0 0.210
H 1.334395 -2.855900 2.220731 0.1 0.1 0.1 0.205
H 2.791093 -1.961367 1.765781 0.0 0.0 0.0 0.217
H 2.246074 -2.683926 -0.680021 -0.1 0.0 0.0 0.210
H 2.819205 -3.918492 0.416147 0.0 0.0 -0.1 0.230
H -0.112174 -3.733310 0.593919 0.0 0.1 -0.1 0.173
H 0.899240 -5.125452 0.300392 0.0 0.0 -0.1 0.213
H 0.044955 -3.678238 -4.029759 0.0 0.1 -0.1 0.259
H 1.639183 -3.381772 -3.392468 0.0 0.1 0.0 0.242
H 0.579792 -1.984301 -3.801470 -0.1 0.0 0.0 0.239
```
Positions in Å, forces in eV/Å.